8
Properties=species:S:1:pos:R:3 method="wB97M-V/def2-TZVPD" total_energy_ha=-430.97556 smiles="C=C=N.I" lumo_ev=0.815
C 1.086 -0.639 -0.047
C 1.454 0.610 0.043
N 1.616 1.817 0.135
H 1.422 -1.383 0.536
H 0.353 -0.896 -0.790
H 2.526 2.027 -0.083
I -4.243 -0.015 0.076
H -4.213 -1.522 0.129